[1]
Computed, not measured: one molecule with the formula C2H4OS at a distorted geometry, with ωB97M-V/def2-TZVPD.

Summary:
Relative energy (zero: lowest compared OMol25 entry of this formula, charge and spin) ... 72.6 kcal/mol
Frontier orbital gap (alpha / beta) ... 7.313 / 7.307 eV
HOMO energy (alpha / beta) ... -8.062 / -8.059 eV
E ... -15018.318 eV

Each atom is followed by the atoms it is bonded to, with distances in Å.
CARTESIAN COORDINATES (ANGSTROEM)
1 C 1.287 -0.502 -0.216  C2 1.531, O3 1.247, H5 1.085
2 C -0.200 -0.322 0.103  C1 1.531, H6 1.092, H7 1.136, H8 1.102
3 O 2.089 0.426 0.006  C1 1.247, S4 1.656
4 S 3.678 -0.034 0.056  O3 1.656
5 H 1.797 -1.421 -0.484  C1 1.085
6 H -0.979 -0.992 -0.266  C2 1.092
7 H -0.620 0.596 -0.418  C2 1.136
8 H -0.525 -0.206 1.150  C2 1.102

Quick look at the Löwdin charges, all values in e: number 1, C, carries -0.27; number 2, C, carries -0.03; number 3, O, carries -0.55; number 4, S, carries 0.50; number 5, H, carries 0.08; number 6, H, carries 0.07; number 7, H, carries 0.10; number 8, H, carries 0.09

[2]
Computed, not measured: one molecule with the formula C4H5NO at a distorted geometry, with ωB97M-V/def2-TZVPD.

Summary:
Relative energy (zero: lowest compared OMol25 entry of this formula, charge and spin) ... 112.4 kcal/mol
Frontier orbital gap (alpha / beta) ... 9.162 / 6.719 eV
HOMO energy (alpha / beta) ... -10.802 / -9.190 eV
E ... -7761.653 eV

Each atom is followed by the atoms it is bonded to, with distances in Å.
CARTESIAN COORDINATES (ANGSTROEM)
1 C -1.255 0.300 -0.428  C2 1.535, H7 1.093, H8 1.095, H9 1.091
2 C -0.104 -0.144 0.485  C1 1.535, O3 1.290, C4 1.462, C5 1.599
3 O -0.413 -0.621 1.643  C2 1.290
4 C 0.953 -0.970 -0.095  C2 1.462, H10 1.093, H11 1.086
5 C 0.973 1.036 0.402  C2 1.599, N6 1.163
6 N 1.786 1.867 0.381  C5 1.163
7 H -1.925 -0.553 -0.559  C1 1.093
8 H -0.892 0.652 -1.398  C1 1.095
9 H -1.804 1.103 0.069  C1 1.091
10 H 0.971 -1.371 -1.111  C4 1.093
11 H 1.711 -1.300 0.610  C4 1.086

Atom charges from the Löwdin analysis, given in e for atoms 1 to 8: number 1, C, carries 0.00; number 2, C, carries -0.77; number 3, O, carries 0.05; number 4, C, carries 0.23; number 5, C, carries -0.16; number 6, N, carries 0.16; number 7, H, carries 0.09; number 8, H, carries 0.10

[3]
Computed, not measured: a 5-piece molecular cluster, C2H15NO4 overall at a distorted geometry, with ωB97M-V/def2-TZVPD.

Summary:
Relative energy (zero: lowest compared OMol25 entry of this formula, charge and spin) ... 45.3 kcal/mol
Frontier orbital gap ... 9.996 eV
HOMO energy ... -9.430 eV
E ... -11996.189 eV

Each atom is followed by the atoms it is bonded to, with distances in Å.
CARTESIAN COORDINATES (ANGSTROEM)
1 C 0.704 2.724 0.900  C2 1.519, H4 1.088, H5 1.164, H6 1.120
2 C -0.016 2.177 -0.321  C1 1.519, N3 1.489, H7 1.134, H8 1.099
3 N -0.034 0.703 -0.528  C2 1.489, H9 1.011, H10 0.999
4 H 1.139 1.866 1.408  C1 1.088
5 H -0.167 3.192 1.514  C1 1.164
6 H 1.403 3.563 0.647  C1 1.120
7 H 0.124 2.754 -1.288  C2 1.134
8 H -1.067 2.236 -0.007  C2 1.099
9 H -0.096 0.272 -1.440  N3 1.011
10 H -0.723 0.318 0.085  N3 0.999
11 H -5.732 1.451 -2.244  O13 0.995
12 H -4.540 0.682 -2.911  O13 0.974
13 O -5.207 0.606 -2.204  H11 0.995, H12 0.974
14 H 1.842 -2.472 -0.142  O16 0.978
15 H 2.880 -3.506 -0.453  O16 0.961
16 O 2.422 -3.123 0.300  H14 0.978, H15 0.961
17 H -0.028 -2.722 2.427  O19 1.007
18 H 0.581 -1.592 1.765  O19 0.970
19 O -0.136 -2.214 1.565  H17 1.007, H18 0.970
20 H 3.297 -0.184 0.176  O22 0.983
21 H 1.669 0.134 -0.196  O22 1.045
22 O 2.361 -0.308 0.450  H20 0.983, H21 1.045

Atom charges from the Löwdin analysis, given in e for atoms 1 to 8: number 1, C, carries -0.11; number 2, C, carries -0.32; number 3, N, carries -0.04; number 4, H, carries 0.05; number 5, H, carries 0.10; number 6, H, carries 0.08; number 7, H, carries 0.12; number 8, H, carries 0.09

[4]
Computed, not measured: a 4-piece molecular cluster, C4H13NO overall at a distorted geometry, with ωB97M-V/def2-TZVPD.

Summary:
Relative energy (zero: lowest compared OMol25 entry of this formula, charge and spin) ... 78.0 kcal/mol
Frontier orbital gap ... 9.782 eV
HOMO energy ... -8.845 eV
E ... -7893.276 eV

Each atom is followed by the atoms it is bonded to, with distances in Å.
CARTESIAN COORDINATES (ANGSTROEM)
1 C 1.997 0.106 0.336  C2 1.506, O3 1.249, H5 1.103
2 C 2.495 -1.307 0.487  C1 1.506, H7 1.090, H8 1.088, H9 1.092
3 O 1.241 0.630 1.181  C1 1.249
4 H -0.219 0.563 0.615  C10 1.203
5 H 2.668 0.761 -0.246  C1 1.103
6 H 0.903 -0.031 -1.134  no bonds
7 H 2.665 -1.755 -0.492  C2 1.090
8 H 1.780 -1.912 1.039  C2 1.088
9 H 3.443 -1.295 1.027  C2 1.092
10 C -1.359 0.599 0.229  H4 1.203, C11 1.525, N12 1.456, H15 1.106
11 C -2.106 -0.641 -0.249  C10 1.525, H17 1.090, H18 1.089, H19 1.094
12 N -1.472 1.698 -0.720  C10 1.456, H13 1.014, H14 1.013
13 H -2.440 1.919 -0.924  N12 1.014
14 H -1.007 2.525 -0.362  N12 1.013
15 H -1.781 0.865 1.216  C10 1.106
16 H 0.089 0.132 -0.894  no bonds
17 H -1.693 -0.992 -1.195  C11 1.090
18 H -2.035 -1.440 0.488  C11 1.089
19 H -3.168 -0.424 -0.403  C11 1.094

Atom charges from the Löwdin analysis, given in e for atoms 1 to 8: number 1, C, carries -0.38; number 2, C, carries -0.06; number 3, O, carries -0.08; number 4, H, carries 0.07; number 5, H, carries 0.12; number 6, H, carries 0.12; number 7, H, carries 0.07; number 8, H, carries 0.08